DFT (wB97M-V/def2-TZVPD) results for a structure of composition C16H27ClIO2P2Tl.

Geometry (Å):
C -0.22675 0.33279 -7.58497
C -0.21901 1.08878 -6.27997
H -0.22350 1.05640 -8.41156
H -1.13166 -0.28794 -7.64261
H 0.66917 -0.30053 -7.64651
O -0.20887 2.27002 -6.06740
I -0.22821 -0.30228 -4.50474
Tl -0.26438 -0.01718 -1.25551
P 2.35699 0.23879 -0.29677
C 3.17630 1.61439 0.58471
C 3.24401 -1.21449 0.37708
H 4.31760 -1.12800 0.15686
H 4.20258 0.17518 -1.83141
H 2.85089 -2.13183 -0.08276
H 2.70941 -0.34650 -2.66971
H 2.88678 1.61329 1.64405
H 3.08902 -1.28660 1.46201
C 3.13133 0.37449 -1.95554
H 4.26776 1.49175 0.50850
H 2.98601 1.38074 -2.37152
H 2.88066 2.57811 0.14771
P -2.88300 0.33204 -0.27576
C -3.77285 1.74078 0.47216
C -3.58287 0.37099 -1.97510
H -3.32923 -2.03354 0.08031
H -4.84069 -1.07188 0.04403
H -3.80282 -1.06993 1.50072
C -3.80472 -1.09607 0.40416
H -3.13229 -0.38808 -2.63103
H -4.65755 0.17345 -1.87528
H -4.85154 1.61377 0.30041
H -3.43807 2.67982 0.01032
H -3.42459 1.35355 -2.43949
H -3.57436 1.78838 1.55036
C -0.18509 2.24868 0.80992
O 0.08668 3.07579 1.54948
Cl -1.53074 0.53992 3.31496
C -0.24382 -0.36454 3.98922
C 0.28653 -0.03442 5.21492
C 1.39203 -0.73206 5.72456
C 1.95914 -1.78158 4.98239
C 1.45957 -2.12225 3.73920
C 0.30587 -1.44574 3.20218
C -0.22204 -1.86884 1.98810
H -0.12807 0.81632 5.74809
H 1.80554 -0.47458 6.69849
H 2.85138 -2.29460 5.35462
H 1.89291 -2.93903 3.13779
H 0.26248 -2.71734 1.49061
H -1.16392 -1.49838 1.60969

Computed properties:
- total charge = +2
- gap between HOMO and LUMO (alpha / beta) (hartree) = 0.1324 / 0.1324
- calculated total energy (Eh) = -2388.80607

Atomic partial charges in e from the Mulliken method, atoms 1 to 6:
1. C -0.932
2. C 0.546
3. H 0.305
4. H 0.326
5. H 0.326
6. O -0.394

---

DFT (wB97M-V/def2-TZVPD) results for a cluster of 6 separate species, C32H77Cl2IN5O8P2SSi in total.

Geometry (Å):
C 4.10380 1.64194 -0.08033
C 2.94030 1.07575 -0.88448
O 3.19162 -0.26278 -1.32427
C 2.67134 1.90850 -2.12660
N 1.46467 1.45331 -2.84928
C 0.25792 2.08852 -2.31756
C -0.93832 1.34920 -2.91015
O -2.17543 1.44508 -2.21653
C -2.27170 0.91983 -0.91609
Si -2.04891 2.50439 0.25208
C -3.46397 2.77710 1.45404
C -1.96548 4.04004 -0.81451
C -0.47799 2.44499 1.29669
N -3.71009 0.38762 -0.81984
C -4.04201 -0.22586 0.33170
N -5.13642 0.13076 1.00391
Cl -6.26091 1.14754 0.25277
C -5.47120 -0.16889 2.41123
C -6.81304 -0.82253 2.67260
N -7.00737 -1.74989 3.50186
N -3.18342 -1.15852 0.87573
P -3.62413 -2.77897 1.50732
O -2.89625 -3.86068 0.55156
Cl -5.48498 -3.00115 0.69066
C -1.76033 -0.71892 0.81663
P -0.48573 -1.86934 1.56430
S 1.05559 -2.23729 0.43910
C -1.37917 -0.27659 -0.61846
C -1.35478 -1.39290 -1.72744
C -2.17116 -1.24965 -3.03904
C -1.27917 -1.59255 -4.25615
I -3.90859 -2.52279 -3.20437
H 4.28066 1.02796 0.80398
H 4.99739 1.62356 -0.70814
H 3.88024 2.67257 0.18137
H 2.04346 1.03874 -0.24587
H 3.87711 -0.65806 -0.77130
H 2.57546 2.95543 -1.83908
H 3.52429 1.78538 -2.79661
H 1.39704 0.45487 -2.65974
H 0.26697 2.05088 -1.21956
H 0.26924 3.13245 -2.63031
H -0.63563 0.31645 -3.07625
H -1.12146 1.75058 -3.90691
H -4.37881 3.06234 0.92958
H -3.66479 1.97839 2.17037
H -3.17853 3.65348 2.04331
H -0.95074 4.26478 -1.13185
H -2.29965 4.87340 -0.18844
H -2.64044 3.99340 -1.66840
H -0.06775 3.45606 1.33646
H -0.69859 2.14891 2.32660
H 0.30016 1.77291 0.93030
H -4.33829 1.14352 -1.07719
H -4.66022 -0.70854 2.89328
H -5.52002 0.81771 2.88975
H -7.68247 -0.41974 2.15572
H -6.14168 -2.07175 3.94063
H -1.92839 -3.85128 0.53266
H -1.70665 0.14308 1.49255
H -0.01689 -1.29390 2.75624
H -1.11402 -3.03257 2.04889
H -0.34956 0.07486 -0.52300
H -0.31600 -1.46548 -2.04342
H -1.55246 -2.35781 -1.27252
H -2.59045 -0.26428 -3.18906
H -1.85968 -2.03343 -5.06285
H -0.82841 -0.69379 -4.67874
H -0.50581 -2.31558 -3.99837
C 3.89151 -3.23089 -4.43530
C 3.43623 -3.82323 -3.11059
C 1.92223 -3.93400 -3.03477
O 3.93202 -3.04714 -2.02143
H 3.48893 -2.22086 -4.55498
H 4.97890 -3.16334 -4.47042
H 3.55214 -3.83622 -5.27724
H 3.87980 -4.81233 -2.98487
H 1.46636 -2.94207 -3.11570
H 1.61900 -4.36331 -2.07822
H 1.52139 -4.55149 -3.83855
H 3.55940 -2.16366 -2.11051
C 5.82140 6.74865 -0.02300
C 5.68813 5.45720 -0.81219
C 5.94675 5.66774 -2.29471
O 4.39286 4.87852 -0.60995
H 5.09246 7.48470 -0.37412
H 5.63522 6.57262 1.03657
H 6.81763 7.17705 -0.13439
H 6.38957 4.71836 -0.42172
H 5.22097 6.37280 -2.71018
H 5.84919 4.72831 -2.83954
H 6.94617 6.06736 -2.46760
H 3.74123 5.50553 -0.94405
C -0.35761 -4.18770 -8.76901
C 0.46218 -4.59496 -7.55569
C 0.36012 -6.08619 -7.27775
O 0.06269 -3.84383 -6.40565
H -1.41561 -4.41018 -8.60290
H -0.26601 -3.11691 -8.95185
H -0.03366 -4.72221 -9.66247
H 1.50756 -4.32650 -7.71803
H -0.67744 -6.36231 -7.06901
H 0.95824 -6.35750 -6.40720
H 0.70314 -6.67164 -8.13128
H -0.85993 -4.05661 -6.22346
C -0.83534 1.20005 5.20799
C 0.66424 1.20526 5.44582
C 1.07885 2.34424 6.36165
O 1.35963 1.28146 4.19938
H -1.14822 2.12902 4.71843
H -1.11267 0.37182 4.54713
H -1.38850 1.09615 6.13969
H 0.96967 0.25516 5.88849
H 0.81860 3.30636 5.91098
H 2.15642 2.33240 6.52291
H 0.57936 2.27539 7.32852
H 1.10893 2.11677 3.78856
C 0.05495 -0.88606 9.05454
C -1.42614 -1.18446 8.88854
C -1.74063 -2.64815 9.14771
O -1.86905 -0.80040 7.58097
H 0.64292 -1.47160 8.34109
H 0.25912 0.16939 8.87012
H 0.39730 -1.13357 10.05940
H -2.00213 -0.56195 9.57421
H -1.20327 -3.28318 8.43715
H -2.80696 -2.83899 9.02704
H -1.44693 -2.94250 10.15540
H -1.38266 -1.33714 6.94490

Computed properties:
- total charge = +1
- gap between HOMO and LUMO (hartree) = 0.2953
- calculated total energy (Eh) = -4729.36538

Atomic partial charges in e from the Mulliken method, atoms 1 to 6:
1. C -1.653
2. C 1.170
3. O -0.420
4. C -1.093
5. N -0.275
6. C 0.117

---

DFT (wB97M-V/def2-TZVPD) results for a cluster of 2 separate species, C5H14 in total.

Geometry (Å):
C -0.99277 1.04291 2.36590
C -0.16970 0.64640 1.17085
C 1.16381 -0.14162 1.54014
H -0.50334 1.73573 3.19264
H -1.98493 1.64859 1.98873
H -1.39222 0.27196 3.06382
H -0.78519 -0.01584 0.69941
H 0.19903 1.48496 0.67592
H 1.90691 0.59077 1.37459
H 1.35749 -0.69794 2.53109
H 1.28079 -0.88865 0.81801
C 0.68895 -0.60408 -2.60344
C -0.73046 -0.94630 -2.29378
H 1.40222 -0.53684 -1.66528
H 1.22424 -1.18025 -3.41057
H 0.73230 0.54542 -3.03886
H -1.33810 -0.95503 -3.23649
H -1.22392 -0.27446 -1.62244
H -0.83510 -1.72574 -1.55026

Computed properties:
- relative energy (zero: lowest compared OMol25 entry of this formula, charge and spin) (kJ/mol) = 194.3
- gap between HOMO and LUMO (hartree) = 0.4427
- SMILES = CCC.CC
- calculated total energy (Eh) = -198.81514

Atomic partial charges in e from the Mulliken method, atoms 1 to 6:
1. C -1.190
2. C -0.002
3. C -1.000
4. H 0.286
5. H 0.251
6. H 0.325